Entry from the OMol25 dataset: C25H33N3O2PSTl as an isolated structure (the ωB97M-V functional and the def2-TZVPD basis).

Its HOMO energy is -13.1 eV. Its calculated total energy is -2198.7541 a.u. For the relative energy (zero: lowest compared OMol25 entry of this formula, charge and spin), the calculation gives 7.65 kcal/mol. As for the net charge: +2. The calculation puts the LUMO energy at -5.8 eV.

CARTESIAN COORDINATES (ANGSTROEM)
Tl (1.376, -0.020, 0.147)
C (1.158, -2.699, -1.208)
C (1.295, -1.502, -1.872)
C (2.592, -0.903, -1.431)
C (3.204, -1.887, -0.521)
C (2.335, -2.940, -0.400)
C (2.555, -4.198, 0.379)
C (4.576, -1.737, 0.059)
C (3.394, 0.072, -2.258)
C (0.475, -0.989, -3.012)
C (0.011, -3.649, -1.348)
H (2.844, -5.010, -0.292)
H (1.652, -4.527, 0.897)
H (3.348, -4.093, 1.118)
H (5.343, -2.047, -0.655)
H (4.705, -2.344, 0.954)
H (4.796, -0.705, 0.334)
H (3.958, -0.478, -3.016)
H (4.120, 0.616, -1.656)
H (2.760, 0.788, -2.779)
H (0.820, -1.428, -3.951)
H (0.550, 0.095, -3.116)
H (-0.576, -1.248, -2.891)
H (-0.193, -4.178, -0.415)
H (0.228, -4.415, -2.096)
H (-0.903, -3.139, -1.658)
S (-1.245, 3.414, 2.205)
C (-0.990, 4.082, 0.624)
C (-1.524, 5.239, 0.057)
C (-1.164, 5.547, -1.242)
C (-0.275, 4.734, -1.963)
C (0.255, 3.589, -1.400)
C (-0.117, 3.260, -0.094)
N (0.288, 2.131, 0.597)
C (-0.215, 2.081, 1.796)
C (0.011, 0.923, 2.691)
C (-0.393, 0.959, 4.022)
C (-0.159, -0.137, 4.843)
C (0.484, -1.255, 4.328)
C (0.888, -1.286, 2.997)
C (0.638, -0.208, 2.154)
H (-2.192, 5.883, 0.613)
H (-1.554, 6.445, -1.701)
H (0.020, 5.030, -2.960)
H (0.977, 2.979, -1.930)
H (-0.868, 1.840, 4.437)
H (-0.459, -0.106, 5.881)
H (0.686, -2.102, 4.970)
H (1.400, -2.167, 2.621)
N (-3.185, -2.167, 1.146)
C (-2.901, -0.689, 1.208)
P (-2.625, -0.197, -0.563)
O (-3.282, -1.319, -1.289)
O (-1.215, 0.250, -0.808)
C (-3.558, 1.392, -0.759)
N (-2.771, 2.226, -1.737)
H (-3.935, -2.455, 1.773)
H (-2.356, -2.716, 1.370)
H (-3.449, -2.345, 0.142)
H (-2.039, -0.518, 1.846)
H (-3.775, -0.202, 1.638)
H (-3.572, 1.950, 0.177)
H (-4.571, 1.254, -1.129)
H (-1.784, 1.908, -1.669)
H (-2.803, 3.222, -1.511)
H (-3.094, 2.096, -2.696)

Entry from the OMol25 dataset: one molecule with the formula C25H33N5O4S (the ωB97M-V functional and the def2-TZVPD basis).

Its HOMO energy is -8.8 eV. Its calculated total energy is -1945.4171 a.u. For the relative energy (zero: lowest compared OMol25 entry of this formula, charge and spin), the calculation gives 26.05 kcal/mol. Its SMILES is O=C(NCC(=O)N(CCN1CCOCC1)[C@@H](C(=O)NC1CCCC1)c1cccnc1)c1cccs1. The calculation puts the LUMO energy at 0.4 eV.

CARTESIAN COORDINATES (ANGSTROEM)
O (-4.183, -0.878, -0.069)
C (-4.018, 0.301, 0.215)
N (-2.917, 0.747, 0.858)
C (-1.851, -0.123, 1.296)
C (-0.537, 0.259, 0.620)
O (0.309, 0.879, 1.247)
N (-0.369, -0.053, -0.678)
C (-1.224, -0.918, -1.460)
C (-0.699, -2.362, -1.493)
N (-0.856, -2.995, -0.196)
C (-2.156, -3.634, -0.043)
C (-2.296, -4.157, 1.386)
O (-1.265, -5.060, 1.712)
C (-0.007, -4.450, 1.545)
C (0.189, -3.957, 0.111)
C (0.824, 0.461, -1.341)
C (1.039, 1.927, -0.854)
O (0.154, 2.737, -1.027)
N (2.267, 2.212, -0.398)
C (2.574, 3.485, 0.228)
C (4.020, 3.903, -0.105)
C (4.774, 3.938, 1.231)
C (3.957, 3.036, 2.154)
C (2.521, 3.363, 1.759)
C (2.033, -0.420, -1.213)
C (2.874, -0.613, -2.308)
C (3.991, -1.419, -2.175)
C (4.229, -2.012, -0.944)
N (3.445, -1.833, 0.105)
C (2.382, -1.060, -0.022)
C (-5.016, 1.320, -0.127)
C (-6.210, 1.077, -0.750)
C (-6.973, 2.242, -0.950)
C (-6.353, 3.357, -0.479)
S (-4.827, 3.010, 0.219)
H (-2.786, 1.735, 1.011)
H (-1.699, 0.004, 2.373)
H (-2.132, -1.154, 1.084)
H (-2.236, -0.918, -1.064)
H (-1.267, -0.527, -2.481)
H (0.362, -2.350, -1.753)
H (-1.234, -2.913, -2.284)
H (-2.951, -2.913, -0.243)
H (-2.262, -4.480, -0.746)
H (-3.233, -4.703, 1.503)
H (-2.280, -3.309, 2.089)
H (0.738, -5.206, 1.797)
H (0.090, -3.595, 2.231)
H (1.163, -3.472, 0.030)
H (0.159, -4.823, -0.574)
H (0.576, 0.562, -2.406)
H (2.856, 1.442, -0.115)
H (1.832, 4.189, -0.150)
H (4.461, 3.165, -0.777)
H (4.050, 4.868, -0.607)
H (4.779, 4.954, 1.629)
H (5.807, 3.610, 1.129)
H (4.177, 1.986, 1.950)
H (4.157, 3.227, 3.207)
H (2.225, 4.319, 2.193)
H (1.803, 2.603, 2.061)
H (2.649, -0.136, -3.252)
H (4.656, -1.587, -3.007)
H (5.083, -2.656, -0.785)
H (1.783, -0.941, 0.869)
H (-6.511, 0.088, -1.045)
H (-7.939, 2.253, -1.422)
H (-6.701, 4.371, -0.498)